(1)
The following is a quantum chemistry calculation of the molecule C10H16O at a distorted geometry, from OMol25.

Each line ends with the natural charge from an NBO analysis.
Geometry (Å):
C: 2.75 1.23 2.34  -0.236
C: 2.23 0.48 1.51  -0.046
C: 1.82 -0.37 0.31  0.031
O: 3.00 -0.44 -0.54  -0.705
C: 0.64 0.40 -0.32  -0.242
C: -0.56 -0.26 -1.06  -0.015
C: -1.28 0.44 -2.18  -0.611
C: -0.66 -1.78 -1.29  -0.618
C: -0.76 0.32 0.28  -0.038
C: -0.89 -0.69 1.50  -0.612
C: -1.47 1.54 0.62  -0.625
H: 3.28 1.90 2.92  0.230
H: 1.67 -1.38 0.71  0.208
H: 3.74 -0.72 0.00  0.471
H: 0.80 1.46 -0.71  0.238
H: -2.06 -0.28 -2.35  0.212
H: -0.76 0.48 -3.15  0.214
H: -1.54 1.45 -1.90  0.210
H: -1.67 -2.23 -1.49  0.215
H: -0.15 -2.12 -0.41  0.208
H: -0.16 -2.03 -2.22  0.218
H: -1.86 -1.22 1.44  0.217
H: -0.63 -0.18 2.41  0.220
H: -0.31 -1.55 1.42  0.198
H: -2.42 1.49 -0.01  0.212
H: -1.11 2.52 0.42  0.221
H: -1.64 1.56 1.72  0.224

Values from the calculation:
* max |F|: 0.0835 Eh/bohr
* LUMO level: 0.8 eV
* energy above the lowest of the compared OMol25 structures with the same formula, charge and spin: 117.7 kcal/mol
* charge: 0
* E_HOMO: -9.46 eV
* Kohn-Sham gap: 10.30 eV
* structure (SMILES): C#C[C@H](O)C1C(C)(C)C1(C)C



(2)
The following is a quantum chemistry calculation of the molecule C3H7O3P at a distorted geometry, from OMol25.

Each line ends with the natural charge from an NBO analysis.
Geometry (Å):
C: -1.28 -1.45 -0.23  -0.522
C: -0.85 -0.14 -0.13  0.271
O: -1.07 0.65 0.97  -0.716
C: 0.12 0.49 -1.05  -0.138
O: 0.40 -0.29 -2.20  -0.717
P: 1.73 0.81 0.21  0.768
O: 1.70 0.43 1.91  -0.964
H: -1.84 -2.03 0.44  0.203
H: -1.11 -2.01 -1.20  0.222
H: -1.03 0.17 1.82  0.485
H: -0.20 1.45 -1.32  0.205
H: 1.16 -0.92 -2.12  0.489
H: 1.42 2.24 0.54  -0.061
H: 0.86 0.58 2.36  0.474

Values from the calculation:
* max |F|: 0.0836 Eh/bohr
* LUMO level: 0.2 eV
* energy above the lowest of the compared OMol25 structures with the same formula, charge and spin: 79.3 kcal/mol
* charge: 0
* E_HOMO: -8.74 eV
* Kohn-Sham gap: 8.97 eV
* structure (SMILES): C=C(O)[C@H](O)PO



(3)
The following is a quantum chemistry calculation of the molecule C20H22Cl2N2OS, from OMol25.

Each line ends with the natural charge from an NBO analysis.
Geometry (Å):
O: 2.95 1.08 -1.77  -0.647
C: 2.23 1.50 -0.88  0.704
C: 2.78 2.15 0.38  -0.532
C: 4.28 1.89 0.53  -0.522
S: 4.66 0.46 1.59  0.189
C: 3.96 -0.91 0.61  -0.574
C: 2.54 -1.27 0.93  -0.085
C: 1.89 -0.82 2.07  -0.161
C: 0.58 -1.18 2.34  -0.236
C: -0.10 -2.02 1.48  -0.210
C: 0.54 -2.51 0.35  -0.241
C: 1.84 -2.13 0.08  -0.028
Cl: 2.60 -2.73 -1.36  0.010
N: 0.88 1.48 -0.98  -0.446
C: -0.03 1.84 0.08  -0.215
C: -1.48 1.85 -0.43  -0.217
N: -1.85 0.57 -0.98  -0.449
C: -2.97 -0.11 -0.59  0.292
C: -3.08 -1.50 -0.78  -0.312
C: -4.22 -2.17 -0.39  -0.168
C: -5.28 -1.52 0.20  -0.294
C: -5.18 -0.15 0.38  0.009
Cl: -6.50 0.72 1.09  -0.002
C: -4.06 0.55 -0.01  -0.338
C: -0.81 -0.10 -1.75  -0.219
C: 0.27 0.89 -2.16  -0.236
H: 2.25 1.79 1.26  0.235
H: 2.61 3.23 0.29  0.235
H: 4.73 1.71 -0.45  0.249
H: 4.78 2.72 1.01  0.230
H: 4.06 -0.63 -0.44  0.269
H: 4.61 -1.77 0.80  0.245
H: 2.43 -0.19 2.75  0.225
H: 0.10 -0.81 3.23  0.218
H: -1.12 -2.31 1.68  0.227
H: 0.04 -3.19 -0.31  0.229
H: 0.21 2.83 0.47  0.206
H: 0.04 1.11 0.90  0.206
H: -2.12 2.09 0.42  0.223
H: -1.59 2.65 -1.18  0.190
H: -2.28 -2.05 -1.24  0.215
H: -4.28 -3.24 -0.55  0.216
H: -6.17 -2.05 0.51  0.227
H: -4.06 1.62 0.12  0.223
H: -0.34 -0.89 -1.15  0.200
H: -1.26 -0.54 -2.64  0.207
H: -0.15 1.68 -2.80  0.194
H: 1.06 0.38 -2.71  0.261

Values from the calculation:
* max |F|: 0.0118 Eh/bohr
* LUMO level: 0.5 eV
* energy above the lowest of the compared OMol25 structures with the same formula, charge and spin: 0.0 kcal/mol
* charge: 0
* E_HOMO: -7.97 eV
* Kohn-Sham gap: 8.48 eV
* structure (SMILES): O=C(CCSCc1ccccc1Cl)N1CCN(c2cccc(Cl)c2)CC1



(4)
The following is a quantum chemistry calculation of a cluster of 12 separate species, C46H69F3N11O18S in total at a distorted geometry, from OMol25.

Each line ends with the Löwdin charge.
Geometry (Å):
C: 0.56 0.32 -0.60  -0.678
F: 0.04 1.53 -0.67  0.124
F: 0.41 -0.42 -1.68  0.151
F: 1.80 0.40 -0.15  0.138
S: -0.48 -0.56 0.75  0.497
O: -0.07 0.03 2.03  -0.361
O: -1.88 -0.30 0.47  -0.350
O: -0.06 -1.98 0.57  -0.357
C: -3.45 -4.29 3.20  -0.357
O: -3.94 -5.40 3.12  0.017
N: -4.02 -3.08 2.96  -0.178
C: -3.27 -1.80 2.90  -0.016
C: -5.42 -3.00 2.73  -0.069
H: -2.36 -4.14 3.19  0.123
H: -3.39 -1.29 1.94  0.064
H: -2.25 -1.85 3.27  0.083
H: -3.74 -1.15 3.64  0.066
H: -5.99 -3.87 3.03  0.090
H: -5.99 -2.21 3.23  0.090
H: -5.45 -2.90 1.65  0.087
C: 3.15 -1.24 2.61  -0.332
O: 4.22 -0.74 2.23  -0.032
N: 3.03 -2.48 3.03  -0.158
C: 1.66 -2.93 3.36  -0.050
C: 4.13 -3.46 3.10  -0.028
H: 2.21 -0.67 2.71  0.124
H: 1.71 -3.26 4.40  0.081
H: 1.24 -3.77 2.81  0.069
H: 0.79 -2.28 3.35  0.072
H: 3.74 -4.39 2.69  0.086
H: 4.96 -2.96 2.59  0.081
H: 4.38 -3.70 4.13  0.086
C: -4.10 -2.24 -1.30  -0.320
O: -4.13 -3.37 -1.75  0.010
N: -5.21 -1.47 -1.17  -0.183
C: -5.21 -0.25 -0.38  -0.075
C: -6.58 -1.89 -1.41  -0.060
H: -3.15 -1.71 -1.12  0.126
H: -4.16 -0.01 -0.23  0.060
H: -5.65 -0.41 0.60  0.079
H: -5.78 0.54 -0.87  0.086
H: -7.17 -1.91 -0.49  0.076
H: -7.14 -1.13 -1.94  0.083
H: -6.61 -2.92 -1.78  0.089
C: 0.23 0.09 -5.33  -0.355
O: -1.00 0.15 -5.23  -0.015
N: 0.97 -0.52 -6.27  -0.181
C: 2.48 -0.59 -6.13  -0.010
C: 0.34 -1.33 -7.29  -0.056
H: 0.88 0.39 -4.50  0.119
H: 2.73 0.23 -5.46  0.066
H: 2.94 -0.51 -7.12  0.083
H: 2.70 -1.62 -5.83  0.058
H: -0.73 -1.13 -7.40  0.086
H: 0.81 -1.10 -8.25  0.078
H: 0.50 -2.40 -7.14  0.086
C: 4.02 0.22 -2.10  -0.277
O: 3.67 0.64 -3.22  -0.038
N: 5.24 0.49 -1.52  -0.163
C: 6.22 1.33 -2.12  -0.081
C: 5.68 -0.23 -0.30  -0.049
H: 3.40 -0.45 -1.49  0.113
H: 5.89 1.83 -3.04  0.083
H: 7.12 0.82 -2.47  0.088
H: 6.57 2.12 -1.46  0.089
H: 5.11 -1.08 0.06  0.051
H: 6.64 -0.71 -0.47  0.086
H: 5.73 0.48 0.53  0.085
C: -2.53 0.96 5.17  -0.331
O: -3.75 0.73 5.31  -0.052
N: -1.71 0.69 6.16  -0.176
C: -2.19 0.21 7.47  -0.020
C: -0.29 0.63 5.84  -0.043
H: -2.08 1.39 4.26  0.141
H: -1.80 0.84 8.28  0.085
H: -1.90 -0.81 7.70  0.087
H: -3.27 0.27 7.42  0.081
H: 0.22 1.31 6.53  0.083
H: 0.05 -0.40 5.88  0.092
H: 0.01 0.98 4.85  0.067
C: -2.72 -6.33 -0.02  -0.418
O: -3.51 -7.20 0.09  0.036
N: -1.44 -6.44 0.24  -0.169
C: -0.58 -5.26 0.33  -0.055
C: -0.72 -7.72 0.56  -0.023
H: -3.00 -5.34 -0.42  0.126
H: 0.13 -5.22 -0.49  0.077
H: -0.01 -5.41 1.25  0.074
H: -1.16 -4.34 0.34  0.076
H: -0.39 -7.75 1.60  0.081
H: -1.23 -8.65 0.31  0.083
H: 0.15 -7.70 -0.10  0.076
C: 2.85 -3.29 -0.45  -0.040
C: 4.21 -3.63 -0.44  -0.083
C: 4.95 -3.70 -1.58  -0.018
C: 4.32 -3.40 -2.80  -0.115
C: 2.93 -3.12 -2.83  0.010
C: 2.19 -3.09 -1.66  -0.056
N: 5.20 -3.25 -4.00  -0.337
O: 4.72 -2.74 -5.00  0.049
O: 6.37 -3.58 -3.96  0.069
H: 2.29 -3.37 0.47  0.090
H: 4.71 -3.84 0.49  0.088
H: 6.01 -3.90 -1.64  0.116
H: 2.58 -2.85 -3.82  0.103
H: 1.11 -3.01 -1.67  0.103
C: -3.00 4.25 -0.89  -0.051
C: -2.78 3.33 -1.92  -0.048
C: -2.89 3.79 -3.20  -0.009
C: -3.21 5.10 -3.44  -0.150
C: -3.48 5.99 -2.42  -0.020
C: -3.34 5.56 -1.18  -0.099
N: -3.41 5.61 -4.79  -0.298
O: -3.27 4.88 -5.78  0.073
O: -3.75 6.82 -4.99  0.020
H: -2.88 3.89 0.12  0.094
H: -2.54 2.32 -1.62  0.112
H: -2.86 3.07 -4.00  0.132
H: -3.70 7.04 -2.58  0.129
H: -3.42 6.24 -0.35  0.117
C: -1.31 4.45 2.81  -0.077
C: -1.08 5.05 4.00  -0.092
C: -0.01 4.76 4.79  -0.016
C: 0.88 3.78 4.41  -0.162
C: 0.74 3.23 3.10  0.033
C: -0.39 3.53 2.31  -0.033
N: 1.87 3.34 5.35  -0.315
O: 2.56 2.31 5.06  0.041
O: 2.04 3.96 6.41  0.059
H: -2.21 4.63 2.24  0.097
H: -1.78 5.80 4.33  0.112
H: 0.03 5.27 5.75  0.122
H: 1.40 2.44 2.78  0.111
H: -0.52 2.99 1.38  0.093
C: 2.13 4.04 -2.96  -0.039
C: 0.81 4.27 -2.54  -0.044
C: 0.39 5.57 -2.21  0.004
C: 1.31 6.62 -2.24  -0.097
C: 2.63 6.42 -2.76  -0.008
C: 2.98 5.14 -3.05  -0.097
N: 0.93 8.02 -1.78  -0.301
O: -0.27 8.19 -1.48  0.040
O: 1.80 8.93 -1.79  0.039
H: 2.45 3.06 -3.27  0.093
H: 0.11 3.47 -2.39  0.085
H: -0.64 5.70 -1.92  0.092
H: 3.45 7.12 -2.79  0.115
H: 3.98 4.87 -3.38  0.106

Values from the calculation:
* max |F|: 0.0932 Eh/bohr
* LUMO level: 0.6 eV
* charge: -1
* E_HOMO: -6.99 eV
* Kohn-Sham gap: 7.54 eV



(5)
The following is a quantum chemistry calculation of a structure of composition C8H21ClIOP2Ti at a distorted geometry, from OMol25.

Each line ends with the natural charge from an NBO analysis.
Geometry (Å):
C: -2.18 0.21 0.11  -0.697
I: -1.46 -1.23 2.63  0.721
H: -3.21 -0.09 0.41  0.308
H: -1.98 -0.18 -0.91  0.285
H: -2.10 1.32 0.13  0.289
Ti: -0.09 -0.42 0.52  0.446
P: -0.15 -2.16 -1.40  1.006
C: -0.34 -1.40 -3.06  -0.951
C: 1.02 -3.60 -1.57  -0.905
H: 0.60 -4.41 -2.19  0.302
H: -1.83 -3.82 -2.01  0.309
H: 1.27 -4.02 -0.57  0.280
H: -1.79 -3.57 -0.22  0.266
H: 0.65 -1.15 -3.45  0.285
H: 1.96 -3.27 -2.04  0.283
C: -1.73 -3.07 -1.21  -0.932
H: -0.87 -2.04 -3.78  0.310
H: -2.58 -2.39 -1.28  0.243
H: -0.89 -0.46 -3.01  0.237
P: 0.87 1.90 1.55  1.066
C: 0.87 3.30 0.39  -0.963
C: -0.30 2.51 2.83  -0.928
H: 2.61 1.18 3.14  0.277
H: 2.46 2.97 3.09  0.300
H: 3.30 2.12 1.77  0.282
C: 2.46 2.05 2.48  -0.915
H: -0.42 1.76 3.63  0.256
H: 0.05 3.45 3.27  0.304
H: 0.76 4.26 0.90  0.306
H: 0.05 3.22 -0.34  0.243
H: -1.28 2.69 2.37  0.250
H: 1.80 3.28 -0.18  0.281
C: 0.23 0.87 -1.13  0.534
O: 0.33 1.56 -2.08  -0.322
Cl: 1.91 -1.38 1.21  -0.058

Values from the calculation:
* max |F|: 0.1502 Eh/bohr
* LUMO level (alpha / beta): -15.8 / -15.8 eV
* energy above the lowest of the compared OMol25 structures with the same formula, charge and spin: 39.7 kcal/mol
* charge: +3
* E_HOMO (alpha / beta): -20.69 / -20.69 eV
* Kohn-Sham gap (alpha / beta): 4.86 / 4.85 eV



(6)
The following is a quantum chemistry calculation of a cluster of 3 separate species, C2H10N2O3 in total at a distorted geometry, from OMol25.

Each line ends with the natural charge from an NBO analysis.
Geometry (Å):
N: -1.16 -0.86 -1.52  -0.862
C: -0.24 -0.46 -0.49  -0.314
C: -0.01 1.03 -0.51  0.656
N: -0.07 1.64 -1.74  -0.840
O: 0.23 1.69 0.49  -0.621
H: -1.14 -1.86 -1.68  0.378
H: -2.11 -0.50 -1.50  0.375
H: -0.50 -0.71 0.54  0.191
H: 0.71 -0.98 -0.65  0.216
H: -0.45 1.15 -2.52  0.413
H: 0.41 2.52 -1.78  0.405
O: 3.06 -1.61 0.10  -0.945
H: 2.63 -0.76 0.02  0.470
H: 3.95 -1.46 0.44  0.476
O: -2.01 -0.83 3.15  -0.942
H: -2.23 0.06 3.43  0.472
H: -1.07 -0.80 2.91  0.471

Values from the calculation:
* max |F|: 0.0217 Eh/bohr
* LUMO level: 0.7 eV
* energy above the lowest of the compared OMol25 structures with the same formula, charge and spin: 19.0 kcal/mol
* charge: 0
* E_HOMO: -9.71 eV
* Kohn-Sham gap: 10.39 eV
* structure (SMILES): NCC(N)=O.O.O



(7)
The following is a quantum chemistry calculation of the molecule C3H3NS2 at a distorted geometry, from OMol25.

Each line ends with the natural charge from an NBO analysis.
Geometry (Å):
C: -0.48 -0.69 0.18  0.104
C: 1.66 0.02 -0.44  0.156
C: 0.35 0.42 -0.63  -0.677
N: 0.15 -1.01 1.23  -0.778
S: -1.90 -1.10 -0.57  -0.258
S: 2.97 -0.75 -0.25  0.462
H: 0.07 0.45 -1.68  0.314
H: 0.10 1.36 -0.14  0.310
H: -0.34 -1.66 1.83  0.367

Values from the calculation:
* max |F|: 0.0452 Eh/bohr
* LUMO level (alpha / beta): -1.7 / -1.7 eV
* energy above the lowest of the compared OMol25 structures with the same formula, charge and spin: 55.1 kcal/mol
* charge: 0
* E_HOMO (alpha / beta): -7.74 / -7.74 eV
* Kohn-Sham gap (alpha / beta): 6.03 / 6.03 eV



Among the records above, which one has the highest charge?
C8H21ClIOP2Ti



Which of these has the lowest charge?
C46H69F3N11O18S



What did the second record say?
The following is a quantum chemistry calculation of the molecule C3H7O3P at a distorted geometry, from OMol25.

Each line ends with the natural charge from an NBO analysis.
Geometry (Å):
C: -1.28 -1.45 -0.23  -0.522
C: -0.85 -0.14 -0.13  0.271
O: -1.07 0.65 0.97  -0.716
C: 0.12 0.49 -1.05  -0.138
O: 0.40 -0.29 -2.20  -0.717
P: 1.73 0.81 0.21  0.768
O: 1.70 0.43 1.91  -0.964
H: -1.84 -2.03 0.44  0.203
H: -1.11 -2.01 -1.20  0.222
H: -1.03 0.17 1.82  0.485
H: -0.20 1.45 -1.32  0.205
H: 1.16 -0.92 -2.12  0.489
H: 1.42 2.24 0.54  -0.061
H: 0.86 0.58 2.36  0.474

Values from the calculation:
* max |F|: 0.0836 Eh/bohr
* LUMO level: 0.2 eV
* energy above the lowest of the compared OMol25 structures with the same formula, charge and spin: 79.3 kcal/mol
* charge: 0
* E_HOMO: -8.74 eV
* Kohn-Sham gap: 8.97 eV
* structure (SMILES): C=C(O)[C@H](O)PO



max |F| of number 6 (C2H10N2O3)?
0.0217 Eh/bohr